[1]
C35H53N4OP2Sn as an isolated structure in a non-equilibrium geometry, computed with the ωB97M-V functional and the def2-TZVPD basis.

Computed properties:
**Gap between HOMO and LUMO**: 6.045 eV
**Energy above the lowest of the compared OMol25 structures with the same formula, charge and spin**: 0.0 kcal per mole
**Largest force on an atom**: 3.9 eV Å⁻¹
**Total charge**: +1
**HOMO**: -0.33168 Eh
**Calculated total energy**: -2556.423205 hartree

Last column: Löwdin charge in e.
Cartesian coordinates (Å):
1 C 2.59664 0.06902 1.34194  -0.318
2 C 2.17571 -0.44701 -0.87229  -0.263
3 C 3.97364 0.09732 1.11369  -0.015
4 C 3.51993 -0.25041 -1.22849  0.001
5 C 4.42550 0.02108 -0.20274  -0.029
6 H 4.65305 0.17872 1.96306  0.123
7 H 3.83711 -0.38170 -2.26066  0.125
8 H 5.48160 0.14600 -0.42153  0.118
9 N 1.74470 0.05331 0.30389  0.017
10 P 0.30688 0.73260 2.78047  1.004
11 P 0.31020 -0.84393 -3.29795  1.181
12 C 1.95020 -0.10413 2.70796  -0.226
13 H 1.75528 -1.18020 2.88611  0.100
14 H 2.63708 0.21898 3.50023  0.082
15 C -3.48158 -0.21300 0.38825  -0.067
16 O -4.55078 -0.54772 0.17185  0.099
17 C 1.28841 -1.44827 -1.58418  -0.299
18 H 1.97477 -2.12172 -2.11168  0.065
19 C -0.04189 -2.47424 -4.13796  -0.710
20 C -0.75099 0.61950 -3.94974  -0.698
21 C -0.83676 -0.26590 3.88547  -0.702
22 C 0.81666 2.44883 3.39351  -0.663
23 C -1.23674 -3.13581 -3.42753  -0.094
24 H -2.13636 -2.50844 -3.49176  0.070
25 H -1.44602 -4.09506 -3.92665  0.090
26 H -1.03125 -3.33118 -2.36931  0.057
27 C -0.35017 -2.31839 -5.64385  -0.096
28 H -1.33118 -1.87153 -5.84708  0.060
29 H 0.43728 -1.75087 -6.16116  0.083
30 H -0.37560 -3.33223 -6.07225  0.088
31 C 1.22535 -3.36385 -4.03669  -0.101
32 H 1.17507 -4.15259 -4.80402  0.089
33 H 2.13408 -2.77102 -4.22325  0.080
34 H 1.30940 -3.86456 -3.06312  0.067
35 C -2.18881 0.19379 -4.26848  -0.102
36 H -2.71038 -0.15468 -3.36661  0.078
37 H -2.73155 1.07611 -4.64153  0.092
38 H -2.25818 -0.56816 -5.05281  0.055
39 C -0.80174 1.74541 -2.89812  -0.156
40 H -1.45575 1.49206 -2.04755  -0.007
41 H 0.19573 2.00736 -2.52302  0.076
42 H -1.22558 2.65252 -3.35445  0.089
43 C -0.00675 1.12478 -5.20344  -0.115
44 H -0.07214 0.43081 -6.05167  0.067
45 H -0.44852 2.07827 -5.52284  0.086
46 H 1.05330 1.31047 -4.97969  0.073
47 C -0.43832 3.22702 3.80495  -0.085
48 H -0.13403 4.24988 4.07646  0.100
49 H -1.15501 3.30225 2.97493  0.055
50 H -0.93221 2.78496 4.68163  0.071
51 C 1.49433 3.16235 2.21148  -0.087
52 H 2.40818 2.64607 1.88440  0.076
53 H 0.80599 3.25559 1.35846  0.042
54 H 1.77924 4.17820 2.52874  0.102
55 C 1.80661 2.37182 4.56986  -0.081
56 H 1.94733 3.39157 4.96007  0.099
57 H 1.44149 1.74664 5.39465  0.067
58 H 2.79461 2.00877 4.25880  0.075
59 C -0.83627 -1.74585 3.43991  -0.089
60 H 0.10846 -2.24187 3.70288  0.083
61 H -1.64434 -2.26497 3.98019  0.101
62 H -1.00952 -1.88108 2.36106  0.041
63 C -2.27082 0.30057 3.77287  -0.087
64 H -2.67958 0.21324 2.75286  0.025
65 H -2.91596 -0.28128 4.45034  0.101
66 H -2.32399 1.35532 4.07665  0.067
67 C -0.33821 -0.17321 5.33324  -0.093
68 H 0.69055 -0.54658 5.43451  0.089
69 H -0.39513 0.84570 5.73808  0.070
70 H -0.98592 -0.80882 5.95535  0.096
71 Sn -0.74554 0.32648 0.37062  1.040
72 N -0.57401 -1.73594 -0.01665  -0.109
73 C 0.47719 -2.17012 -0.62767  -0.462
74 C 0.94136 -3.55852 -0.24319  -0.174
75 C 0.01800 -4.44762 0.32968  -0.038
76 C 2.28730 -3.96297 -0.37658  -0.039
77 C 0.39046 -5.76376 0.62143  -0.067
78 H -0.98870 -4.08487 0.55085  0.106
79 C 2.66806 -5.26324 -0.03521  -0.075
80 H 3.04516 -3.24961 -0.70161  0.110
81 C 1.72347 -6.16670 0.45948  -0.077
82 H -0.36872 -6.45841 0.98591  0.107
83 H 3.71121 -5.56188 -0.14413  0.107
84 H 2.02181 -7.18129 0.71694  0.106
85 C -4.17392 5.36134 0.70685  -0.017
86 N -2.83568 4.90443 0.34732  -0.136
87 C -1.90058 5.60103 -0.40840  -0.052
88 C -0.79737 4.78484 -0.48382  -0.136
89 N -1.03102 3.63456 0.23289  -0.011
90 C -2.26345 3.72958 0.72977  -0.200
91 H -4.13887 6.06866 1.55002  0.097
92 H -4.63770 5.86596 -0.15087  0.097
93 H -4.78786 4.49822 0.99521  0.092
94 H -2.08671 6.57631 -0.81661  0.116
95 H 0.12593 4.96690 -1.00729  0.102
96 H -2.80614 2.99001 1.32031  0.118


[2]
C35H53N6O2P2S2Ta as an isolated structure in a non-equilibrium geometry, computed with the ωB97M-V functional and the def2-TZVPD basis.

Computed properties:
**Gap between HOMO and LUMO**: 5.684 eV
**Energy above the lowest of the compared OMol25 structures with the same formula, charge and spin**: 0.0 kcal per mole
**Largest force on an atom**: 1.0 eV Å⁻¹
**Total charge**: +4
**HOMO**: -0.65582 Eh
**Calculated total energy**: -3379.464529 hartree

Last column: Löwdin charge in e.
Cartesian coordinates (Å):
1 Ta -0.61735 0.81669 0.55113  1.309
2 C 1.73580 3.75990 1.29182  -0.229
3 P 0.14849 3.44247 0.48226  0.720
4 C 0.22229 4.13636 -1.19313  -0.221
5 C -1.04245 4.49523 1.37408  -0.372
6 C -2.45460 4.14151 0.93597  -0.360
7 P -2.72489 2.37213 1.25757  0.839
8 C -3.01606 2.24837 3.04595  -0.206
9 C -4.31493 1.98169 0.49687  -0.191
10 H 1.96004 4.82660 1.21440  0.083
11 H 2.54390 3.20283 0.82570  0.026
12 H 1.67358 3.49146 2.34656  0.057
13 H 0.22674 5.22575 -1.11921  0.081
14 H -0.63248 3.82439 -1.79370  0.064
15 H 1.13367 3.81945 -1.69812  0.042
16 H -0.79775 5.54094 1.17087  0.119
17 H -0.90389 4.34737 2.44861  0.091
18 H -2.60687 4.32737 -0.13113  0.103
19 H -3.20790 4.72879 1.46745  0.120
20 H -3.92343 2.79746 3.30668  0.088
21 H -2.19755 2.68332 3.62169  0.041
22 H -3.14658 1.20511 3.33754  0.048
23 H -5.01647 2.76583 0.79302  0.086
24 H -4.70860 1.03176 0.85452  0.061
25 H -4.23797 1.96973 -0.58945  0.073
26 S 1.52245 1.13011 -0.68508  0.688
27 C 2.10297 -0.35222 -1.38627  -0.533
28 N 3.25824 -0.41808 -1.95627  -0.038
29 C 3.72108 -1.68517 -2.56368  -0.038
30 C 2.54811 -2.42288 -3.14602  -0.054
31 N 1.49615 -2.56563 -2.12147  -0.030
32 C 0.66058 -3.81049 -2.19199  -0.065
33 C -0.35278 -3.69285 -3.29584  -0.219
34 C -1.65870 -3.31370 -2.99690  -0.050
35 C -2.60141 -3.21234 -4.00790  -0.059
36 C -2.24412 -3.48241 -5.32088  -0.037
37 C -0.94661 -3.87176 -5.62397  -0.033
38 C -0.00466 -3.98346 -4.61351  -0.030
39 C 1.24953 -1.58512 -1.30661  -0.550
40 S 0.00111 -1.60260 -0.14520  0.840
41 C 4.21969 0.71445 -2.10111  -0.069
42 C 4.29240 1.12307 -3.54828  -0.243
43 C 3.13472 1.45040 -4.25215  -0.053
44 C 3.22019 1.83704 -5.57901  -0.049
45 C 4.46049 1.90463 -6.20381  -0.032
46 C 5.61364 1.58153 -5.50478  -0.028
47 C 5.53101 1.18278 -4.17751  -0.021
48 H 4.23852 -2.25057 -1.78402  0.165
49 H 4.43005 -1.41701 -3.34610  0.153
50 H 2.84763 -3.42187 -3.45476  0.150
51 H 2.11979 -1.90565 -4.00831  0.160
52 H 0.20323 -3.94127 -1.21383  0.100
53 H 1.36998 -4.62183 -2.35174  0.148
54 H -1.94046 -3.13708 -1.96558  0.081
55 H -3.62536 -2.95113 -3.77769  0.107
56 H -2.98354 -3.41867 -6.10753  0.125
57 H -0.67786 -4.11442 -6.64222  0.125
58 H 0.98850 -4.34395 -4.85375  0.120
59 H 5.17547 0.31883 -1.75160  0.152
60 H 3.90502 1.50523 -1.42300  0.094
61 H 2.16181 1.41773 -3.76980  0.097
62 H 2.32531 2.09195 -6.12946  0.117
63 H 4.52602 2.21370 -7.23779  0.126
64 H 6.57783 1.63691 -5.99041  0.127
65 H 6.43373 0.93153 -3.63462  0.127
66 C -1.55496 0.41035 5.80248  -0.036
67 C -0.27058 1.08180 5.34642  -0.154
68 N 0.65772 0.16344 4.64834  -0.006
69 C 1.50939 -0.67630 5.54757  -0.137
70 C 0.94502 -2.07234 5.74940  -0.028
71 C 0.74713 0.05943 3.35347  -0.322
72 C 1.82701 -0.76498 2.73763  0.008
73 N -0.08962 0.74950 2.50401  -0.066
74 H -2.24556 1.16884 6.17062  0.100
75 H -1.36573 -0.27452 6.62484  0.088
76 H -2.02291 -0.15576 5.00068  0.055
77 H 0.28497 1.47050 6.19879  0.139
78 H -0.44127 1.94872 4.70317  0.099
79 H 1.56940 -0.13296 6.48757  0.136
80 H 2.51530 -0.69971 5.13595  0.119
81 H 0.00753 -2.05509 6.29741  0.079
82 H 1.65863 -2.65526 6.33018  0.105
83 H 0.77923 -2.59018 4.80565  0.075
84 H 2.78863 -0.53944 3.19559  0.109
85 H 1.89126 -0.56343 1.67421  0.016
86 H 1.62432 -1.82658 2.88228  0.109
87 H -0.85663 1.16038 3.03791  0.015
88 C -4.42005 -3.13176 2.37252  0.050
89 N -3.83891 -2.17123 1.41209  -0.003
90 C -4.29890 -2.07325 0.15282  0.035
91 C -3.77630 -1.20561 -0.78067  0.039
92 C -2.73078 -0.42090 -0.30874  -0.582
93 O -2.01282 0.48157 -0.94425  -0.229
94 N -2.27466 -0.50924 0.94946  -0.090
95 C -2.75860 -1.40671 1.87204  -0.496
96 O -2.28888 -1.51467 2.98074  0.090
97 H -5.29989 -3.57893 1.92132  0.109
98 H -4.69528 -2.60160 3.28043  0.113
99 H -3.68403 -3.89741 2.60570  0.116
100 H -5.12290 -2.73384 -0.08616  0.162
101 H -4.15078 -1.14310 -1.78897  0.138